No. 1
Computed, not measured: a cluster of 3 separate species, C3H11NO3 in total in a non-equilibrium geometry, with wB97M-V/def2-TZVPD.

Geometry as XYZ:
```
18
Properties=species:S:1:pos:R:3:forces:R:3
C -1.713 -1.051 -0.758 -2.918 2.032 -0.175
N -0.472 -0.399 -0.413 1.962 -0.963 -0.460
C -0.283 0.796 0.356 -4.801 1.784 2.804
C 0.922 1.062 1.211 2.614 -3.275 -1.809
O 1.760 1.915 1.007 -1.157 0.151 0.603
H -2.356 -1.283 0.098 0.516 -0.077 0.252
H -2.440 -0.432 -1.405 1.144 -0.343 0.699
H -1.608 -1.949 -1.332 0.799 -0.549 -0.055
H 0.057 -0.331 -1.269 0.455 -0.010 0.017
H -1.054 0.672 1.342 1.306 0.482 -2.522
H -0.597 1.746 -0.151 0.217 -0.647 0.189
H 1.166 0.097 1.786 -0.192 1.463 0.360
O 0.241 -2.214 1.764 -1.700 1.804 -1.091
H -0.491 -1.956 2.380 0.986 -0.515 -0.636
H 0.001 -1.650 0.921 0.783 -1.391 1.722
O 2.292 1.285 -2.063 -0.079 1.002 0.246
H 2.543 2.190 -2.315 0.093 -0.490 -0.537
H 2.032 1.502 -1.160 -0.028 -0.459 0.394
```
Positions in Å, forces in eV/Å.

Output
ΔE to the lowest compared entry with this formula, charge and spin: 285.38 kJ/mol
Frontier orbital gap: 10.098 eV
Highest occupied orbital energy: -9.692 eV
LUMO energy: 0.41 eV
Structure (SMILES): CNCC=O.O.O
Strongest force on any atom: 0.1135 Eh/bohr


No. 2
Computed, not measured: the molecule C6H12O, with wB97M-V/def2-TZVPD.

Geometry as XYZ:
```
19
Properties=species:S:1:pos:R:3:forces:R:3
C 2.473 -0.534 -0.272 0.262 0.060 -0.039
O 1.125 -0.900 -0.113 -0.066 -0.123 0.008
C 0.379 0.051 0.603 -0.038 0.085 0.137
C 0.166 1.418 -0.083 0.110 0.116 -0.108
C -1.367 1.213 0.000 -0.142 0.057 -0.049
C -1.151 -0.212 0.575 -0.043 -0.083 0.064
C -1.601 -1.355 -0.321 0.017 -0.040 -0.050
H 2.921 -0.199 0.678 -0.084 -0.107 -0.085
H 2.593 0.278 -1.005 -0.034 -0.095 0.106
H 3.015 -1.413 -0.631 -0.105 0.160 0.058
H 0.787 0.140 1.622 -0.038 0.004 -0.102
H 0.574 2.279 0.449 -0.078 -0.048 -0.029
H 0.556 1.436 -1.105 -0.108 -0.040 0.110
H -1.876 1.220 -0.969 0.041 0.029 0.143
H -1.890 1.904 0.669 0.136 -0.130 -0.108
H -1.578 -0.344 1.575 0.121 0.018 -0.100
H -2.696 -1.393 -0.375 0.179 0.043 0.011
H -1.205 -1.230 -1.332 -0.072 -0.030 0.080
H -1.240 -2.318 0.055 -0.060 0.122 -0.045
```
Positions in Å, forces in eV/Å.

Output
ΔE to the lowest compared entry with this formula, charge and spin: 134.96 kJ/mol
Frontier orbital gap: 10.605 eV
Highest occupied orbital energy: -9.465 eV
LUMO energy: 1.14 eV
Structure (SMILES): CO[C@H]1CC[C@H]1C
Strongest force on any atom: 0.0053 Eh/bohr


No. 3
Computed, not measured: a cluster of 5 separate species, C49H108F6N3P2 in total in a non-equilibrium geometry, with wB97M-V/def2-TZVPD.

Geometry as XYZ:
```
168
Properties=species:S:1:pos:R:3:forces:R:3
C -2.287 -4.230 -2.347 0.214 0.498 -0.421
C -1.444 -5.240 -3.062 0.338 -1.834 0.478
C -0.172 -4.690 -3.618 0.731 0.578 0.481
C 0.736 -4.171 -2.484 -0.515 -1.020 -0.433
N 2.164 -4.114 -2.826 2.544 -1.787 -0.564
C 3.036 -4.027 -1.596 0.225 -1.546 -0.222
C 4.463 -4.435 -1.986 -0.723 -1.050 -1.277
C 4.226 -5.329 -3.264 -0.082 -0.673 1.003
C 2.719 -5.488 -3.364 -0.709 1.457 -1.337
C 2.543 -3.169 -3.904 -1.773 1.783 -0.083
C 2.568 -1.667 -3.497 -0.983 -1.246 -0.039
C 2.792 -0.819 -4.708 0.084 0.305 -0.018
H -3.299 -4.608 -2.270 -0.192 0.214 0.388
H -2.268 -3.296 -2.913 -0.363 0.118 -0.090
H -1.836 -3.992 -1.393 -0.271 -0.021 0.445
H -1.966 -5.718 -3.886 -0.282 -0.023 0.013
H -1.176 -6.044 -2.345 -0.309 0.097 -0.384
H -0.496 -3.907 -4.258 0.127 1.107 -0.766
H 0.351 -5.396 -4.254 -0.031 -0.318 0.127
H 0.610 -4.859 -1.634 0.329 0.132 -0.172
H 0.490 -3.203 -2.131 -0.564 1.022 0.304
H 2.998 -3.098 -1.136 -0.403 1.830 0.656
H 2.546 -4.752 -0.968 0.231 -0.221 0.631
H 4.996 -3.553 -2.285 0.518 0.354 0.012
H 5.059 -5.011 -1.271 -0.497 0.441 0.294
H 4.614 -4.817 -4.122 0.280 -0.119 -0.506
H 4.681 -6.331 -3.237 -0.007 0.474 0.190
H 2.367 -5.594 -4.425 0.290 -0.131 1.152
H 2.252 -6.197 -2.714 0.044 -0.795 0.231
H 1.786 -3.347 -4.686 0.113 0.379 0.243
H 3.444 -3.496 -4.352 0.945 0.024 -0.110
H 3.401 -1.431 -2.866 0.137 -0.249 1.042
H 1.601 -1.434 -3.022 0.470 0.036 0.123
H 2.323 -1.269 -5.556 -0.664 0.283 -0.766
H 3.836 -0.829 -4.916 0.942 0.101 -0.393
H 2.526 0.224 -4.527 -0.266 -0.168 -0.265
C 8.392 3.770 3.519 0.712 -0.752 -0.463
C 7.043 4.390 3.269 0.680 2.409 1.312
C 6.271 3.928 2.079 0.310 -1.267 0.462
C 5.451 2.739 2.570 -0.435 1.626 0.010
N 4.941 1.848 1.479 -0.727 0.196 0.168
C 3.983 0.920 2.205 1.175 -0.527 0.291
C 4.888 -0.229 2.588 -0.610 -0.700 1.429
C 5.777 -0.459 1.383 -0.257 -0.035 0.202
C 6.147 0.987 0.999 -0.942 -0.597 0.972
C 4.341 2.633 0.305 1.683 0.431 0.834
C 3.069 3.400 0.570 -0.042 -0.224 -0.782
C 2.732 4.196 -0.739 -1.061 -0.633 1.828
H 9.070 3.941 2.652 -0.377 0.202 0.588
H 8.394 2.665 3.609 -0.197 0.444 0.387
H 8.819 4.237 4.415 0.150 -0.420 -0.264
H 7.251 5.447 3.088 0.267 0.132 -0.226
H 6.475 4.556 4.219 -0.087 -0.970 -0.653
H 7.027 3.555 1.348 -0.696 0.793 -0.030
H 5.652 4.786 1.791 0.068 -0.634 -0.695
H 4.641 3.204 3.190 0.291 -0.882 -0.694
H 6.033 2.078 3.202 0.100 0.189 0.263
H 3.228 0.508 1.576 -0.678 0.337 -0.712
H 3.592 1.415 3.093 -0.306 0.101 -0.437
H 4.275 -1.083 2.874 -0.106 -0.253 -0.426
H 5.404 -0.056 3.549 0.364 0.312 -0.656
H 5.232 -1.041 0.621 0.196 0.532 0.058
H 6.624 -1.059 1.700 0.358 0.137 -0.321
H 6.341 1.183 -0.037 0.132 0.118 -0.400
H 6.958 1.287 1.650 0.374 0.123 -0.398
H 4.201 1.881 -0.453 -0.085 -0.100 -0.507
H 5.187 3.329 0.047 -0.970 -0.727 -0.210
H 3.158 4.025 1.472 -0.130 -0.026 -0.419
H 2.270 2.662 0.691 -0.092 0.188 0.353
H 2.555 3.500 -1.542 0.400 -0.201 -0.478
H 3.438 4.964 -0.956 0.607 0.389 -0.359
H 1.757 4.652 -0.576 0.018 0.308 -0.016
C -2.205 -4.590 4.103 -0.608 0.046 -2.082
C -2.766 -4.019 5.367 0.091 0.551 0.131
C -3.093 -2.481 5.185 -1.852 -2.373 0.538
C -1.848 -1.736 5.057 1.287 0.913 0.785
N -1.838 -0.218 5.359 -0.773 -0.793 -2.353
C -0.527 0.284 4.805 1.407 0.332 0.113
C -0.741 1.703 4.270 0.236 -0.134 1.005
C -2.224 1.821 4.075 -1.223 0.139 -1.567
C -2.825 0.473 4.450 -0.588 -0.108 0.106
C -2.128 0.037 6.787 0.894 -0.113 -0.305
C -1.852 1.425 7.270 -1.773 1.221 1.205
C -2.517 1.447 8.679 2.222 -0.618 0.892
H -1.559 -5.450 4.197 0.272 -0.121 0.246
H -1.739 -3.846 3.418 0.186 -0.391 0.694
H -3.058 -4.922 3.486 0.225 -0.111 0.160
H -2.075 -4.105 6.185 0.699 0.158 0.428
H -3.575 -4.679 5.716 -0.307 0.843 -0.298
H -3.689 -2.273 6.054 -0.365 0.683 0.347
H -3.688 -2.371 4.274 -0.264 0.086 0.206
H -1.556 -1.848 4.023 0.682 0.228 -0.048
H -1.099 -2.113 5.763 0.111 -0.123 -0.409
H 0.260 0.289 5.578 -0.452 -0.373 -0.175
H -0.209 -0.382 3.976 -0.357 0.294 0.633
H -0.456 2.422 5.042 0.275 -0.013 -0.243
H -0.175 1.882 3.373 0.296 -0.050 -0.303
H -2.605 2.632 4.664 -0.388 0.185 0.463
H -2.533 2.089 3.042 0.373 -0.343 0.491
H -3.782 0.547 4.949 -0.141 0.049 0.270
H -2.996 -0.210 3.617 0.278 0.313 -0.273
H -1.415 -0.592 7.262 0.510 -0.730 0.887
H -3.119 -0.332 7.070 0.067 0.242 -0.516
H -2.390 2.218 6.709 0.553 -0.564 0.034
H -0.794 1.683 7.353 -0.095 -0.208 -0.197
H -2.340 0.519 9.244 -0.601 -0.369 -0.662
H -3.528 1.748 8.718 -1.130 0.057 -0.255
H -1.978 2.048 9.391 0.240 1.147 -0.126
C -2.284 -1.625 -6.781 0.371 1.510 -0.159
C -1.647 -0.848 -5.632 1.667 0.814 0.046
C -2.419 0.359 -5.111 -0.300 0.012 -1.545
C -1.792 1.092 -3.893 -0.577 0.036 -0.599
P -3.166 1.424 -2.760 1.644 -0.235 1.152
C -4.649 2.015 -3.461 -0.797 0.554 -0.995
C -4.691 3.183 -4.452 0.123 -0.313 -0.715
C -6.181 3.351 -4.880 -1.119 -0.444 -0.544
C -6.448 4.051 -6.221 -0.749 -1.417 -0.362
C -3.514 -0.201 -2.063 -0.575 -0.889 0.835
C -4.171 -0.168 -0.645 0.437 0.282 -0.028
C -4.382 -1.576 -0.026 -0.153 -0.017 -0.501
C -3.220 -2.185 0.758 1.934 0.364 0.107
C -2.729 2.499 -1.374 -0.094 1.011 1.362
C -2.210 3.969 -1.613 -1.028 -0.492 -0.108
C -1.311 4.411 -0.508 2.373 1.053 0.525
C -1.942 4.636 0.827 -0.888 -1.013 0.500
H -3.342 -1.757 -6.739 -0.914 0.130 0.528
H -1.899 -2.623 -6.885 0.634 -0.159 -0.375
H -2.115 -0.951 -7.636 -0.004 -0.920 -0.295
H -0.643 -0.431 -5.982 -1.025 -0.718 0.356
H -1.410 -1.445 -4.774 0.096 -0.783 0.565
H -3.447 -0.001 -4.964 0.078 0.310 0.245
H -2.452 1.071 -5.974 -0.327 -0.331 0.796
H -1.354 2.011 -4.309 0.241 -0.241 0.668
H -1.080 0.460 -3.318 -0.218 0.557 -0.413
H -5.212 2.304 -2.600 -0.708 0.007 0.775
H -5.184 1.200 -3.953 0.122 -0.214 0.217
H -3.947 2.915 -5.253 -1.168 0.407 0.094
H -4.329 4.116 -4.043 0.157 0.212 0.362
H -6.810 3.940 -4.199 0.763 -0.272 0.706
H -6.681 2.335 -4.892 0.591 0.948 -0.124
H -6.105 3.381 -6.994 0.688 0.153 -0.578
H -5.973 5.011 -6.262 0.176 0.508 -0.235
H -7.533 4.119 -6.502 0.827 0.271 0.873
H -2.602 -0.810 -1.944 -0.193 0.362 -0.571
H -4.241 -0.673 -2.773 0.746 0.058 0.531
H -5.118 0.319 -0.801 -0.750 0.075 0.238
H -3.612 0.525 0.032 -0.179 -0.897 -0.382
H -4.745 -2.254 -0.827 0.484 0.205 0.281
H -5.239 -1.560 0.646 -0.025 0.377 0.129
H -2.776 -1.507 1.536 -0.522 -0.102 -0.814
H -2.307 -2.560 0.201 -1.206 0.709 0.178
H -3.530 -3.029 1.335 -0.576 -0.741 0.210
H -1.957 1.992 -0.761 -0.131 -0.054 -0.550
H -3.594 2.523 -0.677 0.198 -0.108 -0.620
H -2.971 4.773 -1.748 0.063 -1.017 -0.137
H -1.646 3.874 -2.506 0.692 0.498 -1.064
H -0.790 5.369 -0.707 -0.286 -0.402 -0.736
H -0.476 3.696 -0.364 -0.398 0.044 -0.209
H -1.208 4.826 1.607 0.047 0.103 -0.042
H -2.411 3.669 1.043 -0.376 0.232 0.672
H -2.695 5.429 0.840 0.064 -0.131 -0.061
P 0.304 -0.453 0.105 -1.045 -0.209 1.028
F 0.008 -1.821 1.001 0.130 1.074 -0.133
F 1.101 0.248 1.335 0.072 -0.011 0.267
F 1.668 -1.106 -0.344 0.842 -0.240 -1.008
F 0.526 0.880 -0.816 0.398 -0.542 -0.053
F -0.532 -1.153 -1.105 0.363 0.197 -0.203
F -1.030 0.239 0.669 -0.693 -0.166 0.118
```
Positions in Å, forces in eV/Å.

Output
Frontier orbital gap: 11.124 eV
Highest occupied orbital energy: -16.347 eV
LUMO energy: -5.22 eV
Strongest force on any atom: 0.0614 Eh/bohr
Net charge: +3


No. 4
Computed, not measured: the molecule C24H28N2O2S, with wB97M-V/def2-TZVPD.

Geometry as XYZ:
```
57
Properties=species:S:1:pos:R:3:forces:R:3
O 0.116 0.863 2.779 -0.128 0.133 0.460
C 0.370 0.639 1.612 0.250 0.343 -0.626
N 0.665 -0.563 1.100 0.130 -0.490 -0.149
C 0.572 -1.787 1.872 -0.054 -0.126 0.484
C 1.694 -2.747 1.477 -0.019 0.175 -0.115
C 1.496 -3.305 0.069 -0.040 -0.240 0.222
C 0.134 -3.980 -0.058 -0.015 0.198 -0.219
C -0.978 -2.989 0.268 -0.015 -0.234 0.193
C -0.801 -2.446 1.684 0.045 0.188 -0.108
C 0.273 1.731 0.528 0.130 -0.155 0.093
C 0.694 3.093 1.052 0.399 -0.134 -0.060
S 2.485 3.175 1.348 -0.028 0.157 -0.095
C 3.140 3.182 -0.367 -0.270 0.061 0.606
C 3.153 1.826 -1.000 0.045 -0.079 -0.251
C 2.517 1.600 -2.215 0.158 0.072 0.093
C 2.520 0.338 -2.784 -0.019 -0.083 -0.061
C 3.162 -0.709 -2.145 -0.034 -0.054 -0.115
C 3.799 -0.491 -0.934 0.075 -0.007 0.050
C 3.794 0.768 -0.364 0.011 0.034 -0.081
N -1.104 1.708 0.078 0.035 0.161 -0.034
C -2.189 2.278 0.847 -0.071 0.244 0.319
C -3.398 1.698 0.183 0.169 -0.308 -0.391
C -4.741 1.908 0.424 -0.014 0.010 0.010
C -5.662 1.216 -0.350 -0.015 0.090 0.106
C -5.251 0.336 -1.342 -0.001 -0.095 -0.113
C -3.905 0.124 -1.589 0.155 0.051 0.050
C -2.987 0.819 -0.819 -0.524 0.173 0.280
C -1.515 0.775 -0.828 0.198 0.061 -0.145
O -0.767 0.060 -1.474 -0.023 -0.150 -0.210
H 0.711 -0.663 0.095 0.010 0.279 -0.024
H 0.686 -1.487 2.919 -0.001 -0.082 -0.184
H 1.708 -3.572 2.192 0.025 -0.043 0.042
H 2.650 -2.225 1.543 0.037 -0.006 0.092
H 2.291 -4.021 -0.151 0.060 0.069 -0.086
H 1.566 -2.499 -0.665 0.063 0.018 -0.105
H 0.004 -4.364 -1.072 -0.005 -0.095 0.008
H 0.082 -4.827 0.632 0.000 -0.095 0.009
H -1.951 -3.477 0.186 -0.035 0.057 -0.056
H -0.958 -2.169 -0.453 -0.062 0.024 -0.060
H -0.893 -3.264 2.401 -0.043 -0.042 0.070
H -1.581 -1.715 1.908 -0.004 0.001 0.102
H 0.881 1.449 -0.337 -0.193 0.041 0.227
H 0.422 3.889 0.357 -0.113 -0.025 0.016
H 0.247 3.276 2.030 -0.061 0.045 -0.046
H 2.554 3.896 -0.946 0.109 0.021 -0.083
H 4.156 3.563 -0.252 -0.036 0.077 -0.064
H 2.013 2.414 -2.717 -0.062 0.084 -0.021
H 2.014 0.173 -3.723 -0.063 -0.031 -0.079
H 3.166 -1.693 -2.591 -0.010 -0.088 -0.031
H 4.302 -1.306 -0.434 0.041 -0.082 0.051
H 4.275 0.942 0.588 0.035 -0.032 0.110
H -2.175 3.373 0.796 -0.027 -0.067 0.027
H -2.111 1.982 1.900 -0.024 0.026 -0.062
H -5.068 2.587 1.197 -0.060 0.070 0.079
H -6.717 1.364 -0.176 -0.090 0.007 0.011
H -5.992 -0.190 -1.926 -0.061 -0.041 -0.048
H -3.568 -0.558 -2.354 0.037 -0.086 -0.087
```
Positions in Å, forces in eV/Å.

Output
ΔE to the lowest compared entry with this formula, charge and spin: 0.00 kJ/mol
Frontier orbital gap: 9.242 eV
Highest occupied orbital energy: -8.623 eV
LUMO energy: 0.62 eV
Structure (SMILES): O=C(NC1CCCCC1)[C@H](CSCc1ccccc1)N1Cc2ccccc2C1=O
Strongest force on any atom: 0.0147 Eh/bohr